(1)
8 unconnected molecules or ions with the total composition C40H55ClFN2O17PS at a distorted geometry. Source: OMol25; level of theory: ωB97M-V/def2-TZVPD.

Geometry as XYZ:
```
118
C40H55ClFN2O17PS | OMol25 | ωB97M-V/def2-TZVPD
C 6.696 1.887 2.074
C 7.293 0.395 1.749
C 6.174 -0.724 1.322
C 5.147 -1.143 2.571
C 3.920 -0.020 2.539
C 3.772 1.051 3.755
N 2.749 2.147 3.856
C 1.869 2.106 2.638
C 0.690 3.282 2.536
P 0.510 4.650 3.912
O 0.560 3.898 5.516
Cl 2.246 5.928 3.916
C -0.365 3.368 1.257
S -1.689 4.705 1.057
O -2.770 4.146 0.053
O -0.994 5.899 0.334
F -2.438 5.119 2.544
C -0.312 2.235 0.033
C 0.866 1.094 0.164
C 1.956 1.028 1.424
N 2.990 -0.060 1.360
H 6.559 1.948 3.252
H 7.378 2.762 1.681
H 5.611 2.004 1.597
H 8.080 0.516 0.859
H 7.848 -0.005 2.724
H 6.779 -1.679 0.943
H 5.563 -0.334 0.376
H 4.677 -2.185 2.230
H 5.692 -1.207 3.609
H 4.564 0.973 4.642
H 1.554 3.825 5.730
H -1.069 2.266 -0.861
H 0.935 0.281 -0.708
O 6.331 -1.311 5.343
C 6.299 -2.440 5.805
O 6.191 -3.576 5.055
C 6.074 -4.702 5.923
C 6.660 -4.254 7.237
C 6.325 -2.784 7.263
H 5.015 -4.967 6.010
H 6.619 -5.551 5.502
H 6.268 -4.807 8.094
H 7.749 -4.382 7.220
H 5.336 -2.599 7.692
H 7.089 -2.208 7.791
O 0.450 -0.778 -2.054
C 0.917 -1.880 -2.292
O 2.036 -2.386 -1.695
C 2.355 -3.644 -2.289
C 1.068 -4.132 -2.901
C 0.386 -2.849 -3.304
H 3.139 -3.488 -3.038
H 2.728 -4.329 -1.523
H 1.223 -4.825 -3.733
H 0.467 -4.645 -2.141
H 0.688 -2.524 -4.303
H -0.701 -2.934 -3.235
O -1.768 -2.803 -5.785
C -2.921 -2.963 -5.417
O -3.963 -2.161 -5.784
C -5.138 -2.572 -5.086
C -4.884 -4.003 -4.689
C -3.392 -4.026 -4.472
H -5.276 -1.918 -4.218
H -6.008 -2.479 -5.742
H -5.458 -4.315 -3.812
H -5.145 -4.670 -5.519
H -3.125 -3.740 -3.451
H -2.965 -4.998 -4.727
O 1.520 -4.387 -10.887
C 1.159 -3.866 -9.845
O -0.009 -4.160 -9.201
C -0.159 -3.288 -8.082
C 1.234 -2.814 -7.758
C 1.897 -2.787 -9.112
H -0.823 -2.466 -8.366
H -0.608 -3.834 -7.247
H 1.251 -1.849 -7.243
H 1.737 -3.548 -7.118
H 1.737 -1.834 -9.624
H 2.963 -3.015 -9.041
O -5.016 0.217 -4.248
C -4.186 0.864 -4.865
O -3.918 0.704 -6.194
C -2.822 1.543 -6.555
C -2.786 2.624 -5.507
C -3.285 1.908 -4.277
H -1.908 0.941 -6.562
H -2.985 1.952 -7.557
H -1.796 3.070 -5.382
H -3.487 3.425 -5.775
H -2.473 1.416 -3.735
H -3.839 2.581 -3.618
O -5.933 5.319 8.519
C -5.127 5.257 7.606
O -3.806 4.951 7.766
C -3.141 5.076 6.510
C -4.225 4.945 5.472
C -5.421 5.546 6.166
H -2.645 6.052 6.472
H -2.386 4.291 6.412
H -3.976 5.435 4.526
H -4.415 3.885 5.265
H -5.474 6.629 6.022
H -6.351 5.067 5.849
O -6.182 2.096 5.124
C -5.787 1.891 3.989
O -5.293 2.856 3.159
C -5.031 2.283 1.878
C -4.877 0.806 2.128
C -5.812 0.567 3.286
H -5.873 2.508 1.216
H -4.122 2.723 1.457
H -5.103 0.195 1.249
H -3.847 0.586 2.436
H -6.832 0.360 2.950
H -5.449 -0.232 3.937
```

Values from the calculation:
- Kohn-Sham gap (eV) = 7.0
- energy (a.u.) = -4244.951224
- F_max (Eh/bohr) = 0.141
- SMILES = CCCCc1cnc2c(P(O)Cl)c(S(=O)(=O)F)ccc2n1.O=C1CCCO1.O=C1CCCO1.O=C1CCCO1.O=C1CCCO1.O=C1CCCO1.O=C1CCCO1.O=C1CCCO1

=====

(2)
A molecular structure, C10H18Br2CdF3NO2Si at a distorted geometry. Source: OMol25; level of theory: ωB97M-V/def2-TZVPD.

Geometry as XYZ:
```
38
C10H18Br2CdF3NO2Si | OMol25 | ωB97M-V/def2-TZVPD
C 2.091 2.416 -0.062
C 1.526 1.475 1.009
N 0.829 0.264 0.424
C -0.099 0.583 -0.617
O -0.134 0.006 -1.682
O -0.943 1.430 -0.081
C -1.977 2.012 -0.861
C -3.174 1.041 -0.819
C -3.074 -0.008 0.309
F -2.061 -0.908 0.053
Br -2.779 0.779 2.067
C -4.437 -0.815 0.372
F -5.033 -0.775 -0.825
F -5.255 -0.275 1.283
Br -4.147 -2.675 0.847
Si 1.969 -1.126 0.004
C 0.842 -2.653 -0.114
C 3.130 -1.445 1.427
C 2.986 -0.888 -1.525
H 3.135 2.608 0.160
H 1.588 3.373 -0.002
H 2.064 2.003 -1.065
H 2.319 1.164 1.679
H 0.818 2.012 1.630
H -1.690 2.286 -1.869
H -2.237 2.942 -0.370
H -3.223 0.486 -1.751
H -4.117 1.567 -0.713
H 1.252 -3.476 0.462
H -0.165 -2.479 0.341
H 0.677 -2.933 -1.148
H 3.723 -2.332 1.229
H 3.787 -0.587 1.550
H 2.617 -1.566 2.386
H 2.926 -1.824 -2.079
H 4.037 -0.742 -1.300
H 2.612 -0.126 -2.200
Cd -0.383 -0.816 1.850
```

Values from the calculation:
- Kohn-Sham gap (eV) = 6.9
- energy (a.u.) = -6501.319993
- F_max (Eh/bohr) = 0.042
- net charge = +2